Record 1
The following is a DFT calculation (ωB97M-V/def2-TZVPD) of 2 unconnected molecules or ions with the total composition C12H22FN2O7.

Atoms and positions in Å:
C1 1.775 1.536 0.307
C2 1.973 1.156 -1.243
O1 2.959 0.117 -1.505
C3 2.886 -0.952 -0.564
O2 3.789 -0.992 0.331
C4 1.799 -2.131 -0.576
C5 0.952 -2.276 0.783
C6 -0.369 -1.356 0.811
N1 -1.674 -2.113 0.766
C7 -2.824 -1.250 1.257
O3 -3.676 -0.804 0.175
C8 -3.776 0.641 0.224
C9 -2.893 1.618 -0.700
O4 -4.577 1.123 1.077
C10 -1.989 -2.719 -0.572
O5 -2.783 -3.707 -0.615
N2 -1.399 -2.279 -1.861
C11 -2.409 -1.751 -2.801
O6 -1.976 -1.329 -3.909
F1 -3.809 -1.725 -2.584
H1 0.858 1.057 0.807
H2 1.581 2.681 0.338
H3 2.688 1.350 0.968
H4 0.966 0.930 -1.782
H5 2.371 2.113 -1.764
H6 1.172 -2.004 -1.528
H7 2.376 -3.130 -0.707
H8 0.721 -3.391 0.988
H9 1.650 -1.952 1.651
H10 -0.310 -0.544 -0.016
H11 -0.354 -0.787 1.824
H12 -1.597 -2.902 1.439
H13 -2.488 -0.323 1.841
H14 -3.463 -1.876 1.997
H15 -1.777 1.313 -0.669
H16 -2.966 2.663 -0.244
H17 -3.228 1.630 -1.804
H18 -1.058 -3.165 -2.302
C12 3.795 4.060 1.670
O7 2.418 4.270 1.943
H19 4.044 3.020 1.885
H20 3.996 4.269 0.616
H21 4.400 4.714 2.302
H22 2.227 5.197 1.744

For the calculated total energy, the calculation gives -1206.04754 Ha. The calculation puts the HOMO-LUMO gap at 7.58 eV. The total charge is +1.


Record 2
The following is a DFT calculation (ωB97M-V/def2-TZVPD) of 2 unconnected molecules or ions with the total composition C12H22FO5P3.

Atoms and positions in Å:
C1 2.651 -0.865 0.295
C2 2.907 -1.349 -1.135
P1 2.573 -0.057 -2.415
C3 2.566 -1.176 -3.879
P2 0.280 -0.005 -2.219
C4 0.184 1.465 -1.118
C5 -0.773 2.586 -1.563
C6 -1.893 2.929 -0.586
F1 0.021 3.746 -1.736
P3 -1.999 -0.468 -2.241
O1 -2.123 -1.896 -2.602
O2 -2.679 -0.138 -0.803
O3 -2.827 0.555 -3.180
H1 1.719 -0.303 0.372
H2 2.558 -1.710 0.979
H3 3.463 -0.229 0.652
H4 3.949 -1.660 -1.239
H5 2.294 -2.234 -1.345
H6 2.380 -0.605 -4.789
H7 3.543 -1.652 -3.971
H8 1.812 -1.967 -3.800
H9 0.197 0.132 -3.629
H10 0.281 -1.312 -1.652
H11 1.185 1.892 -1.089
H12 -0.059 1.096 -0.120
H13 -1.181 2.378 -2.554
H14 -2.850 3.039 -1.094
H15 -2.014 2.161 0.174
H16 -1.647 3.875 -0.105
H17 -2.582 -0.918 -0.229
H18 -3.714 0.733 -2.835
C7 -1.471 -1.439 5.042
C8 -1.626 -1.686 3.745
C9 -0.854 -0.935 2.725
O4 -0.997 -1.158 1.539
C10 0.100 0.097 3.200
C11 0.255 0.346 4.497
C12 -0.519 -0.403 5.522
O5 -0.378 -0.178 6.703
H19 -2.020 -1.970 5.809
H20 -2.310 -2.435 3.368
H21 0.655 0.624 2.434
H22 0.942 1.093 4.872

For the calculated total energy, the calculation gives -1970.56008 Ha. The calculation puts the HOMO-LUMO gap at 5.58 eV. Its SMILES is CCP(C)[PH2](C[C@@H](C)F)P(=O)(O)O.O=C1C=CC(=O)C=C1.


Record 3
The following is a DFT calculation (ωB97M-V/def2-TZVPD) of 2 unconnected molecules or ions with the total composition C12H22N3O8P2S.

Atoms and positions in Å:
N1 0.056 -1.312 2.229
C1 -0.204 -0.863 0.953
O1 0.394 -1.281 -0.028
C2 -1.289 0.185 0.871
C3 -1.982 0.213 -0.481
C4 -3.105 -0.812 -0.672
O2 -2.576 -2.043 -1.121
C5 -2.349 -2.784 0.007
O3 -1.618 -3.743 0.062
O4 -3.055 -2.276 1.054
C6 -3.915 -1.222 0.529
P1 -5.547 -2.136 0.017
O5 -5.859 -2.869 1.413
O6 -4.977 -3.309 -0.961
P2 -4.484 0.044 1.750
O7 -3.797 1.450 1.400
O8 -6.043 0.263 1.493
S1 -4.165 -0.604 3.528
H1 0.516 -2.212 2.201
H2 -0.796 -1.398 2.766
H3 -1.952 0.053 1.713
H4 -0.807 1.144 1.030
H5 -2.341 1.195 -0.742
H6 -1.236 -0.035 -1.226
H7 -3.761 -0.378 -1.422
H8 -5.059 -3.117 1.898
H9 -4.791 -4.104 -0.448
H10 -4.307 2.122 1.869
H11 -6.183 0.596 0.595
C7 4.474 3.330 -3.334
C8 4.837 3.317 -1.860
N2 4.452 2.059 -1.201
C9 3.206 1.476 -1.230
C10 3.267 0.370 -0.449
N3 4.545 0.306 0.051
C11 5.244 1.333 -0.423
C12 5.056 -0.715 0.968
H12 3.402 3.206 -3.487
H13 4.762 4.281 -3.775
H14 4.983 2.529 -3.869
H15 4.342 4.131 -1.331
H16 5.910 3.441 -1.732
H17 2.409 1.910 -1.804
H18 2.540 -0.380 -0.183
H19 6.275 1.544 -0.204
H20 5.390 -0.242 1.888
H21 5.880 -1.248 0.502
H22 4.258 -1.414 1.194

For the calculated total energy, the calculation gives -2317.48294 Ha. The calculation puts the HOMO-LUMO gap at 8.57 eV. The total charge is +1.


Record 4
The following is a DFT calculation (ωB97M-V/def2-TZVPD) of 2 unconnected molecules or ions with the total composition C12H22N4O4.

Atoms and positions in Å:
C1 -2.800 -2.552 -0.219
C2 -3.506 -3.426 0.809
C3 -2.477 -1.162 0.366
C4 -1.824 -0.323 -0.679
C5 -2.182 0.946 -1.029
C6 -0.560 0.252 -2.292
C7 2.731 1.355 1.328
C8 3.284 -0.013 1.525
C9 3.025 1.877 -0.155
C10 2.435 3.314 -0.565
C11 0.925 3.553 -0.291
C12 2.678 3.427 -2.110
H1 -2.721 -2.094 -2.107
H2 -3.585 -3.377 -1.842
H3 -1.726 -3.024 -0.304
H4 -3.381 -0.645 0.662
H5 -1.826 -1.273 1.306
H6 -2.811 1.661 -0.532
H7 0.233 0.263 -3.083
H8 -1.274 2.265 -2.436
H9 -3.614 -3.677 2.596
H10 2.730 1.973 3.235
H11 4.075 2.020 2.549
H12 1.567 1.203 1.467
H13 4.065 1.847 -0.408
H14 2.536 1.216 -0.746
H15 2.952 4.020 0.080
H16 0.384 3.239 -0.989
H17 0.664 3.056 0.556
H18 0.743 4.571 -0.125
H19 2.417 2.509 -2.509
H20 3.794 3.636 -2.363
H21 2.133 4.087 -2.571
H22 2.986 -1.747 1.006
N1 -3.413 -2.436 -1.512
N2 -0.855 -0.768 -1.547
N3 -1.259 1.369 -1.954
N4 3.208 2.246 2.409
O1 -4.323 -4.283 0.616
O2 -3.119 -3.107 2.056
O3 4.386 -0.177 1.987
O4 2.497 -0.946 0.924

For the calculated total energy, the calculation gives -990.39252 Ha. The calculation puts the HOMO-LUMO gap at 9.45 eV. Its SMILES is N[C@@H](Cc1c[nH]cn1)C(=O)O.CC(C)C[C@H](N)C(=O)O. Its energy above the lowest of the compared OMol25 structures with the same formula, charge and spin is 87.9 kcal/mol.


Record 5
The following is a DFT calculation (ωB97M-V/def2-TZVPD) of a molecular structure, C12H22NO12Zr.

Atoms and positions in Å:
Zr1 0.579 -1.110 1.001
C1 -2.297 2.236 2.258
C2 -1.390 1.868 1.110
C3 -0.266 2.918 1.045
O1 -0.830 0.599 1.333
H1 -1.860 1.823 3.167
H2 -3.335 1.935 2.097
H3 -2.468 3.311 2.373
H4 -2.055 1.892 0.237
H5 -0.509 3.974 1.191
H6 0.320 2.897 0.123
H7 0.498 2.667 1.783
C4 2.101 -3.605 0.541
O2 3.179 -3.544 -0.123
O3 1.039 -2.993 0.094
O4 2.376 -2.557 1.290
C5 3.498 0.442 0.661
O5 4.142 -0.057 1.638
O6 2.205 0.205 0.541
O7 4.094 -0.292 -0.296
C6 0.407 -1.417 3.758
O8 -0.095 -2.143 2.825
O9 0.558 -1.860 4.921
O10 1.181 -0.642 3.178
C7 0.309 3.068 -3.074
O11 0.241 1.683 -2.926
C8 1.464 1.057 -2.699
C9 1.154 -0.456 -2.328
N1 0.171 -0.489 -1.274
C10 -0.866 -1.494 -1.756
C11 -2.073 -1.621 -0.820
O12 -1.466 -2.011 0.392
C12 -2.480 -2.607 1.249
H8 1.168 3.405 -3.658
H9 0.431 3.459 -2.059
H10 -0.667 3.436 -3.388
H11 2.152 1.560 -2.016
H12 1.993 1.075 -3.658
H13 2.004 -1.101 -2.102
H14 0.760 -0.832 -3.278
H15 -0.191 0.452 -1.386
H16 -0.373 -2.464 -1.820
H17 -1.222 -1.202 -2.748
H18 -2.765 -2.321 -1.291
H19 -2.576 -0.652 -0.778
H20 -2.004 -3.248 1.992
H21 -3.187 -3.279 0.759
H22 -3.050 -1.961 1.920

For the calculated total energy, the calculation gives -1474.75583 Ha. The calculation puts the HOMO-LUMO gap at 2.12 eV. The total charge is -3.


Record 6
The following is a DFT calculation (ωB97M-V/def2-TZVPD) of a gas-phase ion, C12H22NO2 (charge +1).

Atoms and positions in Å:
C1 1.899 -0.006 1.518
C2 1.428 -0.100 0.258
C3 2.565 0.095 -0.719
C4 3.432 0.037 1.335
C5 -1.968 -1.428 -1.300
C6 0.169 -2.506 -0.679
C7 -1.357 -1.701 1.091
C8 -1.744 1.583 -1.245
C9 -1.215 1.546 1.324
C10 0.422 2.391 -0.234
C11 -0.762 -1.409 -0.289
C12 -0.757 1.239 -0.100
N1 -0.121 -0.056 -0.372
O1 2.402 0.147 -1.921
O2 3.679 0.294 -0.011
H1 1.491 0.077 2.511
H2 3.872 0.863 1.831
H3 3.899 -0.876 1.597
H4 -2.862 -0.865 -1.162
H5 -1.531 -1.310 -2.352
H6 -2.402 -2.417 -1.416
H7 0.556 -3.055 0.242
H8 1.022 -2.106 -1.264
H9 -0.229 -3.322 -1.374
H10 -0.584 -1.608 1.834
H11 -2.174 -0.966 1.301
H12 -1.785 -2.806 1.167
H13 -1.141 1.636 -2.153
H14 -2.516 0.820 -1.325
H15 -2.145 2.607 -1.138
H16 -0.863 2.569 1.664
H17 -0.560 0.925 2.028
H18 -2.189 1.517 1.428
H19 0.988 2.503 0.758
H20 1.076 2.216 -1.053
H21 -0.142 3.341 -0.435
H22 0.148 0.131 -1.347

For the calculated total energy, the calculation gives -675.33599 Ha. The calculation puts the HOMO-LUMO gap at 10.94 eV. Its SMILES is CC(C)(C)[NH+](C1=CCOC1=O)C(C)(C)C. The total charge is +1. Its energy above the lowest of the compared OMol25 structures with the same formula, charge and spin is 0.0 kcal/mol.